(1)
DFT (ωB97M-V/def2-TZVPD) results for 5 unconnected molecules or ions with the total composition C31H37B3FN5O12.

```
89
Properties=species:S:1:pos:R:3:mulliken_charge:R:1
C -2.91425 3.03198 -4.37840 -0.015
C 2.99516 -6.25322 -0.17366 0.152
H 4.59342 2.99358 0.90339 0.110
H -4.96564 -3.10173 -2.42498 0.463
O 0.18061 2.28514 0.96954 -0.453
H -2.86274 3.52270 1.50659 0.308
H 0.67678 2.35105 -3.24848 0.472
C -0.51366 4.20526 2.57472 -0.578
H -6.64778 1.40616 -3.56119 0.463
H -3.47040 2.84454 -2.31361 0.547
N -2.70553 3.88525 0.57304 -0.510
C -1.36638 2.57098 -2.63703 -0.031
H 6.02466 5.63934 0.63830 0.313
O 3.47553 4.46207 -0.08523 -0.787
C -0.61310 2.75696 -4.91412 -0.502
H 5.32456 3.68525 -0.52560 0.356
H -0.71729 6.27582 2.02205 0.352
C 0.52504 -5.64953 4.59760 -0.429
O 2.29297 2.39194 -0.06705 -0.262
N -4.29998 3.28709 -4.80758 1.116
C 1.25303 -3.14612 3.62843 0.144
C -1.91173 3.00208 -5.32912 -0.552
C 4.07684 -4.95100 -2.32966 -0.454
C 5.44871 4.93676 1.23341 -1.174
C 2.71957 0.44309 2.41513 -0.885
H -2.65958 5.97439 0.48540 0.443
C -5.20554 -1.06810 -1.80352 0.101
H -2.14301 3.16650 -6.37046 0.487
N 2.40873 -6.93756 0.99170 1.089
H 6.11251 4.43457 1.93148 0.344
B 0.32709 3.59166 1.41546 0.953
H 2.47661 -0.20233 3.25045 0.009
C -2.66813 2.82097 -3.03619 -0.237
H -2.16013 5.62272 2.77833 0.365
O 1.28124 4.37833 0.79646 -0.606
C 1.69517 0.26669 1.29244 0.726
H 0.24813 -6.62578 4.96936 0.388
C 2.22031 -6.08062 -1.30409 -0.358
C -6.42829 -0.62519 -4.21776 -0.604
H -1.15268 2.39175 -1.59195 0.179
C 4.29622 -5.79688 -0.09105 -0.348
O -4.42493 -0.36220 0.24681 -0.616
H 1.20774 -6.45281 -1.33303 0.457
H 2.69885 1.46533 2.79797 0.307
C 4.73802 3.92556 0.35765 -0.032
C -0.33889 2.54172 -3.56944 -0.616
O 3.09421 -7.04855 1.98578 -0.603
C 2.77214 -5.42129 -2.38959 -0.476
C 1.52746 -3.51840 4.93041 0.068
O -5.14788 3.33861 -3.93978 -0.621
H 0.37589 -3.77019 1.78243 0.501
H 4.87130 -5.95028 0.80916 0.465
N 2.21293 -2.56244 5.81798 1.003
C -5.34099 -2.12388 -2.68462 -0.407
H -5.55386 1.00134 -1.37780 0.476
H 0.20738 4.58393 3.30326 0.326
C -5.96048 -1.89417 -3.90160 -0.366
C 0.23074 -5.29350 3.28871 -0.601
H 4.71070 5.50544 1.79329 0.296
O 2.46157 -2.91877 6.94937 -0.616
C -1.35921 5.39808 2.07555 -0.742
H -6.07184 -2.70645 -4.60638 0.378
O 1.26534 -7.33819 0.89485 -0.619
H 0.18534 2.73287 -5.64248 0.388
C 1.17733 -4.75747 5.43196 -0.454
H -1.11008 3.45988 3.09440 0.347
H 4.50208 -4.43297 -3.17860 0.394
B 2.36708 3.74758 0.21187 0.799
H -1.20033 5.22174 -0.07681 0.205
H 3.71451 0.21744 2.04525 0.381
H 2.18087 -5.27305 -3.28225 0.390
O 2.48988 -1.46690 5.36613 -0.640
N -4.52394 -1.30049 -0.51673 1.081
H 5.85323 -4.77459 -1.13853 0.390
O -4.51595 3.40900 -5.99509 -0.638
H -2.07680 3.20983 0.15704 0.078
O -4.09492 -2.41558 -0.29905 -0.628
C 0.59795 -4.04526 2.80466 -0.475
H 1.54635 -2.17482 3.26291 0.143
F 2.18094 -0.65603 0.36078 -0.389
H -0.27488 -5.99473 2.63948 0.416
C -5.67448 0.19916 -2.09036 -0.335
C -1.96434 5.16152 0.69804 -0.550
C 4.83716 -5.14060 -1.18379 -0.465
H 0.77551 -0.13784 1.71272 0.316
H -6.89940 -0.44663 -5.17503 0.398
H 1.41376 -5.01867 6.45196 0.467
B 1.38054 1.67353 0.65980 -0.268
C -6.29060 0.41764 -3.31180 -0.407
```

Output
net charge = 0
total energy = -2554.52794 a.u.
LUMO level = -0.0206 Eh
spin multiplicity = 1
Kohn-Sham gap = 9.0 eV
structure (SMILES) = CCOB1OB(CCCN)OB([C@H](C)F)O1.O=[N+]([O-])c1ccccc1.O=[N+]([O-])c1ccccc1.O=[N+]([O-])c1ccccc1.O=[N+]([O-])c1ccccc1

***

(2)
DFT (ωB97M-V/def2-TZVPD) results for a molecular structure, C31H37BGaN10O3S2.

```
85
Properties=species:S:1:pos:R:3:mulliken_charge:R:1
C 2.59282 -4.20120 0.98443 -0.636
C 4.35941 -0.25950 -4.43027 -1.135
C -0.20727 4.79131 2.30533 -0.620
H -0.91431 3.72372 -3.07560 0.459
H 0.49741 -3.59246 -2.28687 0.299
N -2.38180 -1.45367 -0.09319 0.442
H -3.63145 3.23064 -2.51993 0.547
H 2.67984 -1.66427 -1.24112 0.377
N 1.05959 1.95680 0.01451 0.461
N 1.68341 -5.39600 3.51877 -0.359
N -1.22314 -1.41117 -0.81462 0.854
S -0.73790 3.27308 1.47036 0.152
H 1.94956 0.00514 3.71088 0.472
H 2.60093 -5.65244 3.20744 0.150
H 4.34944 -1.07897 -5.13516 0.457
N -2.73273 1.01719 -0.32077 0.659
C 5.40551 1.73307 -3.56498 -0.739
C 0.08182 0.35360 2.75392 1.058
C -4.40263 -2.88432 0.15279 -1.429
H 6.19694 2.47008 -3.57254 0.465
H -5.59019 0.76971 -0.66073 0.250
C -2.35640 -3.22354 -1.41023 -1.966
H 1.30593 -5.84855 4.33407 0.252
C 2.38159 -2.26552 -0.39383 -0.508
H -3.89282 -0.92159 3.58299 0.221
H -4.72391 -3.86266 -0.19634 0.403
H 0.34926 4.53446 3.20588 0.298
H 3.05854 -5.15524 1.19650 0.372
C 5.39438 0.67790 -4.44894 -0.385
H -0.48914 -2.91059 -3.57502 0.474
C 1.57020 -3.69621 1.77559 -0.132
H -1.10348 5.34409 2.58371 0.431
C -0.08502 -2.71800 -2.58148 -1.323
C 3.33908 0.93965 -2.58941 0.127
C -3.13344 2.51812 -1.88483 -1.606
H 0.27179 2.63716 -2.34944 -0.031
C 0.98021 -4.36998 2.98642 0.355
C 1.00758 -2.48086 1.41841 0.006
S 1.85171 4.42798 0.60141 -0.133
N -1.55059 1.27089 -0.95503 0.574
N -1.88264 0.06349 1.84493 0.965
H -4.11678 0.81514 3.37711 0.228
O 1.30171 0.12935 -1.67715 -0.558
H 2.52139 -0.81802 -3.49781 0.464
H 0.03639 5.99085 0.52650 0.303
C -5.12260 1.72488 -0.41884 -1.442
H 0.19048 -2.10166 2.01705 0.565
H 3.79479 -3.82444 -0.76306 0.543
C 0.77595 3.05330 0.62081 0.149
C 0.64540 5.57044 1.32585 -0.571
C -0.71212 2.68696 -2.81162 -0.998
N -0.55287 0.17851 1.58927 0.127
H -5.19606 1.86920 0.65848 0.265
C -3.08085 -2.54626 -0.44671 1.072
H -0.67323 0.43717 4.83196 0.581
H -0.68323 2.10695 -3.73531 0.260
H 3.68900 2.90770 -1.19069 0.604
C -3.44697 0.05402 3.77674 -1.477
C -1.78015 2.17527 -1.90480 0.890
C 3.00357 -3.47045 -0.11756 -1.218
H -2.63524 -4.13948 -1.90235 0.547
H 6.19623 0.58063 -5.16919 0.394
H -5.16232 -2.15404 -0.12735 0.229
H -4.34394 -2.90885 1.24065 0.284
C 4.38239 1.88225 -2.62532 0.262
H 2.07185 0.21317 1.95787 0.125
C 1.55592 0.55101 2.85420 -1.410
H -3.96530 -0.29141 1.05041 -0.055
O 4.45573 2.93605 -1.80146 -0.696
O -0.07984 -3.99107 3.44434 -0.612
C -2.09206 0.15260 3.16443 0.933
H 0.57521 -1.85604 -2.63841 0.036
C -1.19781 -2.47235 -1.62066 1.161
N 1.39649 -1.76802 0.36136 0.412
N 2.21896 2.00553 -0.75118 -1.240
C -3.70461 1.76170 -0.87780 0.880
Ga 0.00280 0.10544 -0.31725 -0.347
B -2.84740 -0.17461 0.65988 -0.881
H 1.19725 6.37192 1.81458 0.444
C 2.23630 1.03790 -1.62874 0.694
H -5.68630 2.51316 -0.91216 0.418
H -3.37403 0.18883 4.85311 0.471
C -0.86000 0.33652 3.77655 -1.608
C 3.34725 -0.11926 -3.50909 -0.061
H 1.79056 1.60822 2.99536 0.256
```

Output
net charge = +1
total energy = -4722.89289 a.u.
LUMO level = -0.0813 Eh
spin multiplicity = 1
Kohn-Sham gap = 8.2 eV